A structure of composition C31H32BrN4O2RuSi. Source: OMol25; level of theory: wB97M-V/def2-TZVPD.

Properties
- Spin multiplicity: 2
- Total energy: -4528.2822 Eh
- F_max: 0.0276 Eh/bohr
- ⟨S²⟩: 0.771

The geometry in XYZ format:
```
72
Properties=species:S:1:pos:R:3:forces:R:3
Ru 0.532784 -0.283395 0.251616 0.2 -0.3 -0.5
O -2.214260 -0.735878 -2.643919 -0.2 0.2 -0.2
C -2.394393 0.534189 -3.079128 0.1 -0.1 0.1
C -3.566833 0.800478 -3.785857 -0.1 0.0 -0.1
C -3.814397 2.062809 -4.294931 0.1 0.0 0.0
C -2.894150 3.092521 -4.109218 0.0 0.0 0.0
C -1.740971 2.835296 -3.384457 0.0 -0.1 -0.1
C -1.477337 1.571706 -2.851895 -0.1 0.0 0.0
C -0.244735 1.412207 -1.983033 -0.2 0.0 0.2
O -0.014789 0.088294 -1.596657 0.0 0.2 0.6
N -0.413373 2.298774 -0.807446 -0.1 -0.2 -0.5
N 0.128389 1.862026 0.326189 0.1 0.3 0.8
C -0.088783 2.715572 1.395236 0.0 -0.1 0.0
C 0.564082 2.656669 2.540106 0.1 0.0 -0.1
Br 0.999949 -0.780983 2.525968 0.0 0.1 -0.1
C 1.234207 2.704831 3.655405 0.2 0.1 0.0
C 2.431514 3.553264 3.902211 -0.2 -0.1 0.0
C 2.954480 4.415832 2.937126 0.0 0.0 0.0
C 4.060022 5.201402 3.221595 0.0 0.0 0.0
C 4.660907 5.139276 4.476452 0.0 0.0 -0.1
C 4.143303 4.290418 5.441430 0.0 0.0 0.0
C 3.035612 3.503681 5.154498 0.0 -0.1 0.1
H -1.372800 -0.753078 -2.146502 0.2 0.0 -0.1
H -4.272733 -0.013624 -3.920361 0.1 0.1 0.0
H -4.730018 2.248072 -4.845699 0.1 0.0 0.0
H -3.072829 4.078310 -4.525648 0.0 -0.1 0.1
H -1.017417 3.630123 -3.223578 0.0 0.0 0.0
H 0.626093 1.786089 -2.524943 0.2 0.0 -0.1
H -1.321080 2.745845 -0.721709 -0.1 0.1 -0.1
H -0.838543 3.497022 1.270515 0.0 0.0 -0.1
H 0.922231 2.062528 4.477016 0.0 0.1 0.0
H 2.486518 4.471465 1.959652 0.0 0.0 0.1
H 4.453614 5.867488 2.462740 0.0 0.0 0.0
H 5.527435 5.750390 4.695227 0.0 0.0 0.0
H 4.600996 4.238616 6.422368 0.0 0.0 0.0
H 2.634736 2.838522 5.912402 0.0 0.0 0.0
C -5.257813 1.206095 -0.022788 0.0 -0.1 -0.1
C -4.142848 1.704434 0.629231 0.1 0.1 0.1
C -3.013696 0.908492 0.779763 0.0 0.2 0.2
C -2.983844 -0.373091 0.262429 0.1 0.2 0.6
C -4.115834 -0.892600 -0.357160 0.1 -0.2 -0.1
C -5.246884 -0.104827 -0.495043 0.1 0.0 0.0
N -1.723599 -1.069187 0.365576 -0.4 1.2 -0.3
N -1.805969 -2.266432 0.120002 0.2 -1.3 -0.5
C -0.587000 -2.928019 -0.120768 0.2 -0.4 0.1
C -0.712119 -4.295149 -0.364845 -0.1 -0.1 0.0
C 0.407320 -5.045097 -0.662979 0.0 0.0 0.0
C 1.648157 -4.416357 -0.717369 0.0 -0.1 0.0
C 1.768383 -3.053240 -0.483598 -0.1 0.0 0.0
C 0.657221 -2.266764 -0.181195 -0.4 0.4 0.4
H -6.134070 1.829386 -0.159027 0.0 -0.1 0.0
H -4.150212 2.713918 1.027315 0.0 -0.1 0.0
H -2.158394 1.260349 1.343239 0.0 0.0 -0.1
H -4.081086 -1.902094 -0.740171 0.0 0.0 -0.1
H -6.123657 -0.513240 -0.982746 0.0 0.0 0.0
H -1.703260 -4.736510 -0.326434 0.1 0.0 0.0
H 0.319211 -6.104976 -0.859815 0.0 0.0 0.0
H 2.536528 -4.994831 -0.947961 -0.1 0.0 0.0
H 2.755529 -2.611116 -0.535035 -0.1 0.0 0.0
C 4.056594 -0.473962 0.717619 0.2 -0.2 0.3
Si 2.787407 0.269085 -0.426153 -0.1 0.0 -0.1
C 3.063234 -0.345987 -2.170955 0.1 -0.1 -0.3
C 3.112900 2.099012 -0.396482 0.1 0.4 0.0
H 5.040200 -0.407670 0.230299 -0.1 0.0 0.1
H 3.858604 -1.521463 0.964254 0.1 0.2 0.0
H 4.090919 0.093824 1.653068 0.0 -0.1 -0.1
H 3.875047 -1.080472 -2.201425 -0.1 0.1 0.0
H 3.342197 0.492016 -2.822855 0.0 -0.1 0.1
H 2.163375 -0.808105 -2.576845 0.0 0.0 0.0
H 4.169762 2.258595 -0.651495 -0.1 0.0 0.0
H 2.941768 2.507793 0.602983 0.0 0.0 -0.1
H 2.500018 2.655937 -1.113252 0.1 0.0 0.1
```
Positions in Å, forces in eV/Å.